{
  "formula": "C48H120N8Na3O20P",
  "method": "the ωB97M-V functional and the def2-TZVPD basis",
  "species": ["Na", "Na", "Na", "P", "O", "O", "O", "O", "C", "O", "C", "C", "N", "C", "C", "O", "C", "H", "H", "H", "H", "H", "H", "H", "H", "H", "H", "H", "H", "H", "H", "H", "C", "O", "C", "C", "N", "C", "C", "O", "C", "H", "H", "H", "H", "H", "H", "H", "H", "H", "H", "H", "H", "H", "H", "H", "C", "O", "C", "C", "N", "C", "C", "O", "C", "H", "H", "H", "H", "H", "H", "H", "H", "H", "H", "H", "H", "H", "H", "H", "C", "O", "C", "C", "N", "C", "C", "O", "C", "H", "H", "H", "H", "H", "H", "H", "H", "H", "H", "H", "H", "H", "H", "H", "C", "O", "C", "C", "N", "C", "C", "O", "C", "H", "H", "H", "H", "H", "H", "H", "H", "H", "H", "H", "H", "H", "H", "H", "C", "O", "C", "C", "N", "C", "C", "O", "C", "H", "H", "H", "H", "H", "H", "H", "H", "H", "H", "H", "H", "H", "H", "H", "C", "O", "C", "C", "N", "C", "C", "O", "C", "H", "H", "H", "H", "H", "H", "H", "H", "H", "H", "H", "H", "H", "H", "H", "C", "O", "C", "C", "N", "C", "C", "O", "C", "H", "H", "H", "H", "H", "H", "H", "H", "H", "H", "H", "H", "H", "H", "H"],
  "xyz": [[-5.0244, -9.9548, -19.9371], [-5.2155, -11.7834, -16.0364], [-1.3794, -12.8921, -18.6810], [-3.7521, -11.4027, -18.2544], [-4.2280, -10.1452, -17.5088], [-5.0349, -12.0675, -18.7928], [-3.1138, -12.4214, -17.2953], [-2.8334, -11.1130, -19.4568], [-3.3704, -15.1177, -26.7837], [-3.4134, -14.2643, -25.6484], [-3.3431, -15.0243, -24.4481], [-3.6774, -14.1630, -23.2114], [-3.6032, -14.9265, -21.9524], [-3.9672, -14.1261, -20.7719], [-3.7950, -14.9440, -19.5130], [-2.4407, -15.0294, -19.1578], [-2.1496, -15.6658, -17.8990], [-2.6085, -15.8781, -26.6119], [-2.9734, -14.5830, -27.6466], [-4.3145, -15.6471, -26.9120], [-2.4099, -15.5801, -24.3572], [-4.1153, -15.7905, -24.5177], [-4.6238, -13.6230, -23.2432], [-2.9131, -13.3859, -23.2073], [-2.6090, -15.0640, -21.8392], [-4.9915, -13.7594, -20.8375], [-3.2370, -13.3227, -20.6742], [-4.3055, -15.9058, -19.5632], [-4.2991, -14.3586, -18.7440], [-2.5862, -16.6643, -17.9214], [-2.6561, -15.0919, -17.1230], [-1.0782, -15.7235, -17.7069], [-0.8819, -5.2263, -22.8877], [-0.9223, -6.2977, -21.9592], [-2.1190, -7.0524, -22.0993], [-2.0519, -8.3419, -21.2272], [-3.1960, -9.2374, -21.3526], [-3.4856, -9.7898, -22.6932], [-4.6582, -10.7848, -22.7599], [-5.8980, -10.3942, -22.1754], [-6.8543, -11.4915, -22.1261], [-1.4430, -5.3535, -23.8135], [0.1212, -5.0032, -23.2510], [-1.1283, -4.2606, -22.4462], [-2.1929, -7.3267, -23.1516], [-3.0214, -6.4714, -21.9086], [-1.8998, -8.1693, -20.1618], [-1.1365, -8.8577, -21.5174], [-2.9458, -10.0588, -20.8207], [-2.6616, -10.2880, -23.2039], [-3.7043, -8.9390, -23.3386], [-4.3776, -11.5889, -22.0796], [-4.7991, -11.1017, -23.7932], [-7.1355, -11.7713, -23.1414], [-7.7437, -11.1426, -21.6013], [-6.4658, -12.4083, -21.6827], [-7.9819, -3.9334, -22.0505], [-7.6792, -5.2729, -21.6457], [-6.5395, -5.2646, -20.7681], [-5.9047, -6.6700, -20.6405], [-6.7154, -7.6809, -19.9863], [-6.4929, -7.6093, -18.5165], [-7.4088, -8.6674, -17.7902], [-8.6874, -8.5603, -18.3874], [-9.6870, -9.4054, -17.8640], [-7.1083, -3.5068, -22.5434], [-8.2372, -3.2728, -21.2220], [-8.8437, -3.9338, -22.7179], [-6.7297, -4.8667, -19.7714], [-5.7775, -4.6133, -21.1963], [-4.9290, -6.7546, -20.1620], [-5.6709, -7.1021, -21.6135], [-7.7016, -7.5064, -20.1164], [-6.8044, -6.6256, -18.1652], [-5.4295, -7.7414, -18.3167], [-7.4641, -8.2142, -16.8004], [-7.0451, -9.6778, -17.6037], [-9.4447, -10.4551, -17.6984], [-10.5879, -9.4517, -18.4759], [-9.9177, -9.0303, -16.8670], [-4.8741, -17.7111, -14.9154], [-3.8708, -16.8549, -14.3544], [-4.0681, -15.4369, -14.6447], [-3.0130, -14.4414, -14.2531], [-3.4077, -13.0706, -14.6598], [-2.6252, -12.0971, -13.8836], [-3.0223, -10.6792, -14.3804], [-4.4384, -10.3846, -14.1022], [-4.8462, -9.0846, -14.4106], [-4.9432, -17.5434, -15.9903], [-5.8414, -17.5600, -14.4363], [-4.4439, -18.7114, -14.8676], [-5.0142, -15.0555, -14.2608], [-4.3449, -15.3590, -15.6961], [-2.1082, -14.6758, -14.8139], [-2.8532, -14.5656, -13.1821], [-3.1377, -13.0230, -15.6319], [-1.5668, -12.2261, -14.1104], [-2.8253, -12.2011, -12.8172], [-2.8543, -10.6395, -15.4567], [-2.3613, -9.9807, -13.8674], [-4.6976, -8.8409, -15.4626], [-4.4163, -8.3202, -13.7633], [-5.9178, -9.0561, -14.2131], [-4.1505, -6.9880, -10.3645], [-2.9316, -7.2274, -11.1401], [-1.9006, -7.9238, -10.4212], [-0.5710, -7.8167, -11.1584], [-0.6686, -8.0464, -12.5534], [0.2043, -7.2050, -13.4145], [-0.1321, -7.5198, -14.8899], [-1.4280, -7.0192, -15.2103], [-2.0926, -7.5357, -16.3468], [-4.8410, -6.4960, -11.0496], [-4.0104, -6.3734, -9.4753], [-4.6896, -7.8962, -10.0949], [-2.1666, -8.9594, -10.2093], [-1.7798, -7.4283, -9.4579], [0.1263, -8.5517, -10.7564], [-0.0956, -6.8594, -10.9443], [-1.6356, -7.8489, -12.7678], [1.2509, -7.3600, -13.1525], [0.1208, -6.1247, -13.2955], [-0.1275, -8.5905, -15.0943], [0.6705, -7.1301, -15.5160], [-2.4898, -8.5297, -16.1414], [-1.2806, -7.5469, -17.0739], [-2.8858, -6.8255, -16.5802], [3.9197, -13.6721, -15.4061], [2.9752, -13.4979, -16.4384], [1.6426, -13.9185, -16.0047], [0.5754, -12.8377, -16.0913], [0.6341, -12.1933, -17.4076], [0.1330, -10.8107, -17.3695], [0.5740, -10.0586, -18.6786], [2.0138, -10.1292, -18.7964], [2.4467, -9.3651, -19.9185], [3.7176, -13.0663, -14.5228], [4.9003, -13.3833, -15.7845], [3.9536, -14.7215, -15.1135], [1.6257, -14.2988, -14.9833], [1.3126, -14.7046, -16.6838], [0.8025, -12.1139, -15.3086], [-0.4314, -13.2328, -15.9558], [1.6230, -12.1280, -17.6020], [0.4937, -10.2054, -16.5378], [-0.9550, -10.8714, -17.3913], [0.1473, -9.0559, -18.6559], [0.1127, -10.5737, -19.5212], [3.4959, -9.5158, -20.1728], [2.3216, -8.3382, -19.5750], [1.8462, -9.5133, -20.8160], [-8.2438, -18.1969, -16.0909], [-7.4342, -17.3530, -17.0241], [-7.6484, -15.9777, -16.7250], [-6.6347, -15.1632, -17.5954], [-6.5315, -13.7149, -17.2796], [-7.8342, -13.0845, -17.3462], [-8.4840, -12.7104, -15.9826], [-7.7385, -11.6259, -15.3532], [-8.3740, -11.1212, -14.1988], [-9.3000, -18.0273, -16.3003], [-8.0444, -17.8845, -15.0658], [-7.9089, -19.2279, -16.2052], [-7.4460, -15.7669, -15.6749], [-8.6674, -15.6775, -16.9690], [-6.7058, -15.2951, -18.6750], [-5.6536, -15.5543, -17.3260], [-5.7858, -13.2994, -17.8195], [-8.5218, -13.5088, -18.0779], [-7.6744, -12.1034, -17.7935], [-8.4257, -13.6166, -15.3796], [-9.5206, -12.3806, -16.0502], [-8.4418, -11.8732, -13.4126], [-9.4222, -10.8465, -14.3167], [-7.8397, -10.2394, -13.8453], [-0.5290, -12.5104, -21.5635], [-0.6108, -13.7623, -20.9457], [0.3692, -14.7314, -21.3430], [0.3042, -15.9546, -20.4522], [-0.9379, -16.5476, -20.8174], [-0.9072, -17.9304, -20.3298], [-2.3379, -18.5103, -20.3980], [-2.7263, -19.1713, -21.6483], [-3.2079, -18.2409, -22.6491], [-0.3821, -12.6626, -22.6327], [0.3266, -11.9675, -21.1618], [-1.4218, -11.8862, -21.5264], [1.3712, -14.3069, -21.2812], [0.2974, -14.9732, -22.4034], [0.4160, -15.8319, -19.3750], [1.1402, -16.5885, -20.7476], [-1.5932, -16.0912, -20.1991], [-0.4490, -17.8554, -19.3437], [-0.2648, -18.5712, -20.9339], [-3.1287, -17.7947, -20.1726], [-2.4319, -19.2906, -19.6428], [-3.3711, -18.7774, -23.5838], [-2.4665, -17.4934, -22.9314], [-4.1503, -17.7427, -22.4218]],
  "forces_ev_per_angstrom": [[-0.6, 0.4, 0.0], [-0.2, -0.1, 0.3], [-0.1, 0.0, -0.4], [-0.9, -0.4, -0.1], [0.4, 0.4, 0.1], [-0.7, 0.1, -0.6], [1.1, -0.3, 0.4], [0.9, -0.1, 0.3], [0.9, -0.2, 0.8], [0.4, 0.2, 0.1], [-1.8, -0.1, 0.2], [0.9, 0.1, 0.1], [-0.1, 0.1, -0.7], [0.9, -0.8, -0.5], [-1.5, 0.9, 0.8], [1.5, -0.1, 0.5], [-1.5, 0.2, -0.4], [0.1, -0.4, 0.1], [-0.7, 0.3, 0.0], [-0.2, 0.2, -0.4], [0.4, 0.3, 0.1], [-0.2, -0.4, 0.1], [-0.2, -0.4, -0.5], [0.2, 0.6, 0.1], [0.3, -0.7, 0.1], [0.2, 0.1, 0.1], [-0.5, 0.7, 0.1], [0.3, -0.4, -0.2], [0.0, 0.0, 0.2], [0.1, -0.3, 0.2], [0.1, 0.0, 0.2], [0.0, 0.2, -0.3], [0.8, 0.8, -0.1], [-0.3, 0.2, -0.4], [0.0, -0.9, 0.3], [0.4, 0.3, -0.7], [-0.6, -0.4, -1.2], [-1.0, 1.7, -0.4], [0.4, -0.4, 1.5], [-0.7, 0.2, 0.1], [0.5, 0.7, -0.7], [-0.5, -0.4, 0.2], [0.5, -0.7, 0.3], [-0.7, -0.1, 0.3], [-0.1, -0.3, -0.2], [-0.1, 0.3, 0.4], [-0.3, 0.5, 0.0], [0.4, -0.1, -0.3], [0.2, -0.3, 1.0], [0.5, -0.3, 0.2], [-0.2, 0.1, -0.2], [0.6, -0.8, -0.6], [0.1, -0.2, 0.0], [-0.1, 0.1, -0.2], [0.2, 0.1, 0.1], [0.3, 0.2, 0.5], [0.1, -0.4, 0.1], [0.4, 0.5, 0.8], [1.0, -0.7, -0.4], [-0.5, -0.7, -1.0], [0.4, -0.3, 1.5], [-1.3, -1.2, -0.8], [0.5, 2.0, 0.6], [-0.1, -0.8, -0.9], [0.0, 0.1, 1.0], [0.0, 0.1, -0.3], [0.0, -0.1, 0.4], [0.2, -0.3, -0.1], [-0.6, 0.1, 0.1], [0.2, 0.2, -0.2], [0.1, 1.0, 0.3], [-0.2, 0.5, -0.6], [-0.1, -0.2, -0.4], [0.1, 0.2, 0.4], [-0.1, -0.3, 0.3], [-0.2, -0.2, 0.6], [0.2, -0.2, -0.8], [0.8, -0.1, -0.3], [0.2, 0.7, -0.2], [-0.5, 0.0, 0.2], [1.4, 0.7, -0.4], [0.3, 1.4, 0.2], [-2.0, -1.0, -0.9], [0.1, -0.5, -0.5], [-0.1, -1.3, 1.8], [-1.4, 0.9, -1.4], [-0.3, -0.4, 0.7], [1.5, -1.3, 0.0], [-0.5, 0.5, -0.1], [-0.4, 0.4, -0.2], [0.0, -0.3, 0.1], [-0.5, -0.1, 0.6], [-0.3, -0.3, 0.9], [0.7, 0.0, -0.6], [0.6, -0.3, 0.4], [0.2, 0.4, 0.0], [0.0, 0.6, -0.6], [0.4, 0.2, 0.4], [0.1, -0.1, 0.0], [0.0, 0.2, -0.1], [-0.2, 0.4, 0.0], [0.2, 0.0, -0.1], [0.5, 0.0, 0.1], [-0.1, 0.0, -0.1], [0.5, -0.3, -1.3], [-0.7, -0.1, 1.0], [-0.3, 0.7, 0.2], [0.7, 0.0, 0.9], [-0.2, 0.5, -1.5], [-1.0, -0.8, -0.4], [-0.1, -0.4, 0.2], [0.3, 0.9, 1.7], [1.3, 0.0, 0.5], [0.3, 0.3, 0.0], [0.4, 0.0, 0.0], [0.4, -0.4, 0.2], [-0.2, -0.2, -0.3], [0.1, 0.0, 0.3], [0.0, -0.2, 0.5], [-0.2, 0.5, 0.1], [-0.1, 0.2, -0.7], [0.1, -0.6, -0.3], [-0.7, 0.3, 0.3], [0.0, -0.3, 0.4], [-0.1, 0.6, -0.4], [-0.1, -0.1, -0.4], [-0.6, -0.3, -1.0], [0.1, -0.2, -0.2], [0.4, -0.1, -0.1], [-1.6, 0.0, 0.7], [-0.1, -0.2, -0.7], [0.8, 0.6, -0.4], [0.2, 0.3, 0.4], [0.4, 0.4, -1.9], [0.1, -1.5, 1.1], [-0.9, -0.2, -0.4], [-0.2, 0.8, 0.8], [-0.2, 0.1, 0.1], [-0.1, 0.0, -0.1], [0.1, -0.1, 0.1], [0.4, -0.1, 0.0], [0.3, -0.4, 0.0], [-0.3, 0.3, 0.3], [0.0, -0.2, 0.4], [0.3, 0.0, -0.4], [0.0, -0.3, 0.4], [-0.2, 0.5, 0.3], [0.4, 0.4, 0.0], [0.0, 0.0, -0.3], [-0.1, -0.4, 0.4], [0.1, 0.5, -0.6], [-0.2, -0.2, 0.0], [1.2, 1.4, -1.1], [-1.2, -0.8, 1.5], [1.0, 0.4, -1.5], [0.9, 0.4, 1.3], [-1.9, -2.3, 1.6], [0.5, 2.6, -0.2], [0.9, -0.4, -0.1], [-0.3, -0.6, -0.7], [-0.2, -0.3, 0.4], [-0.1, -0.3, -0.1], [0.0, 0.1, 0.1], [-0.3, 0.1, -0.2], [0.0, 0.0, 0.2], [-0.3, -0.1, 0.1], [-0.7, -0.4, -0.1], [0.0, -0.4, -0.1], [-0.1, 0.8, -0.9], [-0.3, -0.6, 0.3], [0.2, 0.3, -0.2], [-0.1, 0.1, 0.6], [-0.1, -0.1, -0.3], [0.5, -0.2, 0.2], [-0.2, 0.2, -0.7], [0.1, -0.2, -0.1], [0.9, 0.1, -1.3], [-0.7, -0.7, 0.7], [1.4, 1.5, 0.8], [0.3, 0.7, -1.9], [0.1, -1.9, 0.2], [-1.4, 0.3, -1.0], [-0.2, -1.2, -0.3], [0.3, 1.5, 0.2], [0.5, -0.5, -0.4], [0.3, 0.1, -0.3], [0.1, 0.3, -0.1], [-0.3, -0.4, 0.8], [0.3, 0.6, 0.3], [-0.6, -0.4, 0.0], [0.1, 0.7, 0.2], [0.1, -0.2, -0.2], [-0.5, 0.2, -0.4], [-0.4, -0.8, 0.7], [0.1, 0.1, -0.2], [0.2, 0.5, 0.1], [0.0, -0.2, 0.0], [-0.1, -0.6, 0.2], [0.1, 0.2, 0.5], [0.1, 0.0, 0.6]],
  "homo_lumo_gap_ev": 7.79,
  "e_above_lowest_ev": 0.156
}